(1)
Entry from OMol25: a 13-piece molecular cluster, C22H73N23O13 overall (wB97M-V/def2-TZVPD).

Each line ends with the Mulliken charge.
Atoms and positions in Å:
N1 -2.4796 -5.0849 0.6618  -0.353
C1 5.6163 0.9475 -4.5137  -0.778
H1 3.5756 -0.3943 -1.2548  -0.038
H2 2.9446 1.1500 1.7182  0.165
H3 3.7564 -0.7491 -3.9080  0.229
H4 -3.6798 3.4712 -0.4936  0.124
O1 2.2532 3.7672 6.4394  -0.627
O2 -0.3148 -4.4868 0.1721  -0.668
H5 1.9955 0.9278 5.0684  0.093
C2 0.1579 -0.7022 0.8739  -0.956
O3 -0.9965 2.5147 0.8727  -0.731
C3 -1.9747 2.4955 0.1207  0.553
H6 6.3782 -1.9351 1.2051  0.194
N2 3.0545 -2.6720 3.2566  -0.511
N3 2.3177 1.8569 5.2436  -0.236
H7 -4.6290 -4.4636 2.7994  0.214
H8 3.2068 2.1792 4.9052  0.188
H9 2.1509 -0.1468 2.6651  -0.085
H10 0.1807 -1.3836 -5.6619  0.159
N4 -6.9395 0.3327 2.3746  -0.396
C4 -1.5606 -1.8898 -0.2384  0.505
O4 6.3016 1.9554 -5.2065  -0.351
H11 6.7771 0.7289 -6.7795  0.292
H12 -7.1167 1.3054 2.2084  0.158
N5 -2.1613 1.4995 -0.8010  0.284
H13 0.9777 0.7100 -1.2472  -0.138
H14 3.0684 2.8081 -3.0625  0.323
H15 -1.8530 0.7733 6.7555  0.149
H16 -4.9877 1.2246 -2.5537  0.168
C5 4.0824 2.5175 -3.3359  -1.392
N6 0.7796 2.1314 6.9895  -0.307
O5 -0.4483 -1.0420 -0.3535  0.888
H17 2.5501 0.2871 -3.5001  -0.324
H18 -3.8422 -2.5048 -4.8475  0.295
O6 5.9197 0.0882 -0.2271  -0.701
H19 -1.2913 1.0128 -0.9770  -0.133
N7 -4.9078 0.9941 3.2332  -0.105
C6 5.1249 -0.8068 0.0431  0.425
H20 -2.6805 -5.0619 -1.8240  0.152
N8 2.4678 3.8073 0.5935  -0.279
H21 -5.2798 -2.6674 -3.8187  0.339
C7 -2.6245 2.3561 -4.5868  -1.300
C8 -3.3838 -0.0292 -4.0120  0.181
H22 0.4725 -3.8248 1.6507  0.291
H23 -2.7628 4.1889 0.8485  0.262
N9 -4.2631 -3.6953 3.3253  -0.330
H24 -4.7130 -2.7870 3.3507  0.384
O7 -3.3543 2.8872 4.9779  -0.639
O8 -4.5817 -0.7712 -3.9847  -0.447
N10 4.1661 2.3354 0.2917  0.082
N11 -1.8581 -4.5882 -1.5031  -0.382
C9 3.8207 3.5802 0.7520  0.464
H25 -3.3600 -5.2835 0.2261  0.132
H26 -2.3873 -5.1624 1.6685  0.156
N12 -1.5962 1.5343 4.4799  0.146
H27 0.3188 0.3465 -5.7140  0.280
C10 -1.4646 -4.6943 -0.1777  0.681
H28 -7.6887 -0.3085 2.2051  0.231
H29 4.6925 2.4020 -2.4369  0.210
H30 5.6807 -0.0043 -5.0645  0.401
N13 3.8609 -0.9482 -0.4587  -0.039
H31 6.9646 2.5225 -7.0100  0.245
H32 3.3453 -1.7625 -0.1559  0.441
H33 -3.0509 -1.7568 4.1752  0.071
H34 -4.6232 1.5852 -4.8196  0.458
C11 -2.5766 2.0183 5.3095  0.418
C12 -3.7628 1.4301 -4.1624  0.189
H35 4.7050 -2.5143 1.1432  0.128
H36 0.5224 1.1769 6.8479  0.146
H37 3.6750 1.5287 -5.1894  0.149
O9 2.8373 -3.2853 1.0469  -0.901
H38 2.5295 -2.2745 4.0136  0.195
N14 3.5613 0.1650 -3.5159  -0.070
N15 -2.6259 1.3711 6.5373  -0.381
H39 -1.3172 -2.7896 0.3250  -0.482
H40 5.0398 1.9313 0.5897  0.180
H41 0.2291 -1.6818 -2.2117  -0.185
H42 0.6825 -3.4691 3.3521  0.073
H43 -2.0146 1.9374 -5.3891  0.276
N16 0.2209 -1.7364 -3.2301  -0.334
H44 2.1216 4.6525 1.0042  0.179
O10 0.4264 0.5538 -3.1950  -0.836
H45 -5.1330 1.9200 2.9151  0.181
H46 -1.9411 -2.0894 -1.2387  -0.519
H47 -1.2605 -4.1606 -2.1830  0.160
H48 6.0795 0.7404 -3.5407  0.272
H49 1.3166 1.3516 2.3518  0.531
N17 1.0170 -3.4050 2.4087  -0.357
N18 -2.9413 3.4619 0.1806  -0.389
H50 -0.3871 -2.4161 -3.6558  0.272
O11 4.5718 4.3707 1.3012  -0.721
H51 5.3292 1.7420 -6.9917  0.262
H52 3.9181 -2.2078 3.0164  0.313
H53 -2.8510 -0.1691 -3.0645  -0.470
N19 -4.2465 1.8794 -2.8119  -0.797
C13 1.7970 2.6726 6.2350  0.566
C14 1.4737 0.0196 0.6099  3.466
H54 -3.0412 3.2494 -5.0612  0.389
H55 -2.3752 -1.3908 0.3057  0.286
C15 4.1576 1.3034 -4.2246  0.637
H56 -4.1068 0.9149 3.8286  0.053
C16 2.3374 -3.1319 2.1614  0.866
H57 1.9198 3.0897 0.1518  0.210
H58 -0.9996 0.8267 4.8576  -0.071
C17 -2.9571 -3.7744 3.7326  0.555
N20 1.3354 1.1047 -0.3734  0.125
O12 -2.2716 -4.8026 3.6630  -0.756
C18 -4.3324 -2.1437 -3.9346  -0.451
N21 5.4160 -1.8226 0.9492  -0.297
N22 -2.4462 -2.5633 4.1512  -0.181
H59 3.4633 1.6754 0.0009  -0.281
N23 0.2091 -0.4998 -5.1903  -0.321
H60 0.3266 2.6711 7.7005  0.190
H61 0.3920 -1.5725 1.5088  -0.131
H62 0.5692 1.5979 0.1125  -0.145
H63 -1.4374 1.9516 3.5725  0.006
H64 -1.5833 -2.4529 4.6449  0.185
H65 -2.8296 1.6350 -1.5750  0.147
H66 -2.0504 2.6582 -3.7135  0.303
H67 -0.5383 -0.0919 1.4701  0.175
H68 4.5401 3.3781 -3.8362  0.472
C19 -5.7969 -0.0176 3.0330  0.613
H69 2.1804 -0.7686 0.3315  -1.279
H70 -2.7561 -0.3094 -4.8652  0.447
C20 2.0095 0.6306 1.9025  -1.619
H71 -3.6970 -2.4394 -3.0870  -0.016
H72 -3.0467 1.9298 7.2598  0.248
H73 -4.7539 2.7603 -2.8763  0.282
C21 6.3544 1.7219 -6.6113  -0.669
O13 -5.5369 -1.1733 3.3937  -0.787
C22 0.2454 -0.4854 -3.8143  0.538

Cartesian forces (eV/Å) of the 3 atoms listed first:
N 0.4 0.2 -0.9
C -0.3 -0.5 0.5
H 0.1 0.0 -0.1

Output
* ΔE to the lowest compared entry with this formula, charge and spin: 0.206 eV
* charge: 0
* frontier orbital gap: 7.78 eV

=====

(2)
Entry from OMol25: C50H42N6O2PV as an isolated structure (wB97M-V/def2-TZVPD).

Each line ends with the Löwdin spin population.
Atoms and positions in Å:
C1 -3.3264 -0.6141 -3.1708  0.000
C2 -0.0615 2.4504 -1.1681  -0.002
C3 7.0751 -2.7054 3.0923  0.000
C4 -0.8788 1.9509 -4.8139  0.002
C5 -4.1851 -1.6669 -3.4608  -0.001
H1 -4.5129 -3.0138 -0.3595  0.000
H2 0.5686 5.1086 1.6642  0.000
H3 7.5481 -0.6885 3.6529  0.000
C6 -3.4240 -0.9913 1.7326  -0.001
H4 1.6577 4.7346 -2.1621  0.000
C7 -5.8694 -0.6899 1.5217  0.000
C8 -4.6150 -2.5194 -2.4486  -0.001
C9 3.3819 -1.1515 1.6761  0.000
C10 -6.3247 -2.5324 3.5578  0.000
H5 4.2004 -3.6955 1.6010  0.000
H6 -2.4176 -0.9346 4.6475  0.000
P1 0.0597 0.8677 2.4479  0.002
N1 -2.4814 -0.4323 2.5975  -0.001
H7 -1.4055 3.4722 -3.3839  0.000
H8 -1.9205 5.5871 0.0547  0.000
C11 -0.1186 5.0203 -0.9840  0.000
H9 6.6301 -1.7989 -2.1293  0.000
N2 -0.0474 3.2833 0.8574  -0.001
H10 6.3418 -4.6090 2.4277  0.000
H11 1.2716 -5.1502 -0.9408  0.000
H12 1.1280 -0.7238 -4.2328  0.000
C12 2.8023 -1.8318 -2.0125  0.001
C13 -4.1871 -2.3375 -1.1410  0.000
C14 -1.3606 -0.1626 1.9245  0.007
C15 -1.1080 5.9157 -0.5841  0.000
C16 -2.8320 -1.0101 0.5016  0.000
C17 -0.1059 3.6346 -0.4945  0.000
C18 -0.0112 4.2434 1.9728  0.000
V1 -0.1176 -0.5143 -0.7122  1.118
C19 -0.8407 2.5655 -3.5675  0.000
C20 0.5977 0.7968 -2.8005  0.000
H13 2.9258 0.6191 4.2125  0.000
H14 -4.1955 -2.7668 3.6284  0.000
H15 -2.1876 0.7921 4.2820  0.000
C21 -3.3215 -1.2926 -0.8453  -0.001
C22 6.8123 -1.3471 3.2116  0.000
N3 1.5752 -0.5395 0.5141  -0.006
C23 4.8933 -1.4842 -0.9274  0.000
N4 -1.5331 -0.5604 0.6534  -0.005
H16 -6.5034 -3.2565 4.3410  0.000
H17 -1.4535 2.4052 -5.6105  0.000
C24 4.6659 -1.6790 2.1738  0.000
C25 3.4495 -2.1717 -3.1928  0.000
H18 1.7050 7.0682 -2.9681  0.000
C26 4.9338 -3.0385 2.0542  0.000
C27 -4.7977 -1.3236 2.1458  0.000
C28 0.5495 0.1701 -4.0411  0.004
H19 -3.7983 0.0556 4.1410  0.000
H20 -1.8499 7.9193 -0.7368  0.000
H21 -4.5324 -1.8148 -4.4747  0.000
H22 -8.4031 -2.1096 3.2573  0.000
C29 1.3950 -0.1908 1.7983  0.008
C30 -7.3911 -1.8920 2.9428  0.000
H23 -0.3152 -4.6198 -1.6105  -0.001
C31 4.8341 -2.1730 -3.2381  0.000
O1 0.4920 -3.4694 -0.0267  -0.007
C32 5.5490 -1.8198 -2.1028  0.000
H24 -0.2314 -5.4044 0.0087  0.000
H25 1.6796 -0.6310 4.4618  0.000
H26 5.4800 -1.1908 -0.0681  0.000
H27 5.4119 0.2320 2.8290  0.000
C33 -5.0260 -2.2480 3.1621  0.000
H28 -1.0198 4.5581 2.2282  0.000
C34 -0.1083 1.9798 -2.5479  0.002
C35 -2.9139 -0.4250 -1.8622  -0.001
C36 0.0026 1.9464 0.9661  0.004
C37 -2.7330 -0.1085 4.0151  0.000
C38 5.6067 -0.8324 2.7554  0.000
H29 -0.0324 8.6646 -2.2368  0.000
C39 6.1368 -3.5505 2.5153  0.000
H30 -0.2222 0.3062 -6.0330  0.000
C40 -0.0611 7.6399 -1.8908  0.000
C41 -0.1969 0.7580 -5.0505  -0.001
N5 2.4673 -0.5554 2.5134  0.002
H31 1.7233 -1.8574 -2.0421  0.000
C42 0.9171 6.7444 -2.3014  0.000
H32 2.8749 -2.4465 -4.0680  0.000
H33 -5.6906 0.0242 0.7262  0.000
H34 5.3498 -2.4388 -4.1510  0.000
C43 -1.0775 7.2254 -1.0397  0.000
H35 1.3717 0.4635 -2.0929  0.000
C44 0.0687 -2.4197 -0.5519  -0.063
C45 2.8347 -1.1261 0.4153  0.000
C46 -7.1655 -0.9754 1.9239  0.000
H36 -3.0099 0.0671 -3.9498  0.000
C47 3.4999 -1.4965 -0.8561  0.000
C48 2.6198 -0.3962 3.9710  0.000
H37 8.0147 -3.1067 3.4482  0.000
O2 -0.5658 -2.1664 -1.6006  -0.042
H38 0.4601 3.7724 2.8305  0.000
N6 -0.0087 1.4331 -0.2602  -0.011
H39 3.3835 -1.0898 4.3076  0.000
H40 -7.9991 -0.4772 1.4481  0.000
C49 0.8908 5.4341 -1.8490  0.000
H41 -2.3279 0.4687 -1.6214  0.000
C50 0.2777 -4.7815 -0.7165  -0.007
H42 -5.2906 -3.3317 -2.6808  0.000

Cartesian forces (eV/Å) of the 3 atoms listed first:
C -0.1 -0.1 0.0
C -0.3 -0.4 -0.3
C 0.0 0.0 0.0

Output
* multiplicity: 2
* ⟨S²⟩: 0.7801
* ΔE to the lowest compared entry with this formula, charge and spin: 0.000 eV
* charge: +3
* frontier orbital gap (spin up / spin down): 5.17 / 5.71 eV

=====

Number 1: electronic energy -3119.9203 hartree. Number 2: electronic energy -3694.1154 hartree.